Entry 1:
60
Properties=species:S:1:pos:R:3:mulliken_charge:R:1 method="wB97M-V/def2-TZVPD" lumo_ev="-5.7 / -5.8" gap_ev="8.26 / 8.17" energy_ev=-154823.41712 e_homo_ev="-13.990 / -13.991" charge=+2 spin_multiplicity=2
Br 3.51 1.98 -1.83 -0.10
Co -0.63 0.91 0.57 -0.43
P 0.25 -1.12 -0.51 1.64
O 0.92 1.02 1.72 -0.80
O 0.86 1.85 -0.28 -0.61
N -2.00 0.32 1.84 0.08
N 0.68 -3.67 -1.47 0.18
N -2.20 1.35 -0.54 0.10
N 1.68 -1.88 -2.78 0.12
N 2.64 -2.51 -0.64 0.17
C -4.62 1.32 -0.47 0.71
C -2.91 -0.48 3.89 -0.93
C 2.96 -2.03 -1.94 -0.63
C 3.26 2.44 2.33 -0.37
C -4.63 1.92 -1.75 -0.58
C 4.50 2.96 2.63 -0.75
C -5.69 0.44 1.53 -0.84
C -0.33 -2.86 -0.78 -1.12
C 5.41 3.20 1.61 -0.50
C 1.93 -1.51 0.17 -1.10
C -3.45 2.22 -2.37 -1.00
C 0.94 -3.23 -2.79 -0.78
C -4.20 -0.31 3.42 -0.58
C 1.93 -3.78 -0.71 -0.91
C -4.40 0.20 2.12 0.73
C -2.24 1.93 -1.72 -0.02
C 5.08 2.91 0.30 -0.64
C 2.90 2.17 1.01 0.25
C 3.83 2.40 0.00 0.14
C -3.26 0.50 1.39 0.20
C 0.80 -0.79 -2.25 -1.07
C -1.83 -0.14 3.07 0.06
C 1.53 1.67 0.80 1.34
C -5.79 0.98 0.29 -0.87
C -3.37 1.06 0.08 0.38
H -1.28 2.18 -2.17 0.60
H -0.81 -0.24 3.41 0.53
H -0.55 -3.31 0.19 0.46
H 2.57 -4.52 -1.19 0.34
H -6.58 0.21 2.10 0.45
H -5.05 -0.56 4.04 0.48
H 3.58 -2.75 -2.47 0.35
H 1.83 -1.88 1.19 0.47
H -3.43 2.70 -3.33 0.43
H -0.07 -0.70 -2.91 0.44
H -6.77 1.17 -0.14 0.45
H 5.79 3.08 -0.50 0.45
H 4.76 3.18 3.66 0.43
H 1.95 -1.65 -3.74 0.36
H 2.52 -0.60 0.22 0.46
H 1.35 0.15 -2.27 0.25
H 0.03 -3.10 -3.36 0.38
H 1.70 -4.13 0.30 0.38
H 3.44 -1.06 -1.91 0.26
H -1.25 -2.85 -1.35 0.44
H 6.39 3.61 1.84 0.41
H 2.54 2.25 3.11 0.44
H 1.61 -3.93 -3.31 0.37
H -5.58 2.14 -2.22 0.48
H -2.73 -0.85 4.88 0.43



Entry 2:
84
Properties=species:S:1:pos:R:3:mulliken_charge:R:1 method="wB97M-V/def2-TZVPD" lumo_ev=-6.7 gap_ev=6.69 energy_ev=-79186.24543 e_homo_ev=-13.442 charge=+2 spin_multiplicity=1
Os 0.27 0.31 0.70 2.10
S 0.89 0.39 3.37 1.43
P 2.77 0.40 0.68 1.39
O 1.78 6.59 -2.55 -0.39
O 1.05 1.57 2.46 -0.52
O 0.99 -1.52 0.32 -0.22
O 0.39 0.65 4.67 -0.66
O 0.04 -0.55 2.56 -0.84
N 0.39 1.97 -0.61 -0.51
N -1.48 1.36 1.31 0.17
N -1.28 -0.80 -0.03 0.56
N -1.05 -2.06 -0.49 -1.13
N 0.89 4.12 -1.68 0.15
C 0.34 -5.97 -1.29 -0.75
C 2.02 -4.05 -0.18 -0.14
C 2.50 -5.33 -0.43 -0.85
C 4.67 -2.43 -1.63 -0.35
C 5.05 4.35 0.19 -0.44
C -1.53 2.52 1.97 -0.18
C 4.37 4.08 1.37 -0.85
C 1.07 6.51 -1.34 -0.61
C 4.98 3.46 -0.87 -0.83
C 5.16 -0.98 3.70 -0.88
C 3.56 2.01 0.43 0.59
C -3.88 2.74 1.62 -0.56
C 2.96 -0.77 4.65 -0.57
C -2.70 3.22 2.16 -1.01
C 3.63 2.92 1.49 -0.87
C 3.34 -0.19 2.31 0.03
C 4.30 -1.14 4.77 -0.76
C 4.13 -2.15 -2.88 -0.99
C 3.19 -1.14 -3.01 -0.73
C 2.51 -0.29 3.43 0.49
C 0.11 5.33 -1.36 -0.42
C 4.24 2.29 -0.75 -0.29
C -0.14 -4.69 -1.04 -0.61
C 1.76 4.20 -2.87 -0.39
C -2.52 -0.43 0.14 1.13
C 4.69 -0.50 2.48 -0.96
C 2.81 -0.40 -1.91 -0.54
C 0.63 2.99 -1.10 0.39
C 4.29 -1.68 -0.52 -1.42
C 0.71 -3.73 -0.49 0.37
C -3.85 1.54 0.93 -0.96
C 0.18 -2.39 -0.22 0.24
C -2.64 0.87 0.80 0.43
C 2.60 5.46 -2.74 -0.44
C 3.37 -0.65 -0.66 1.62
C 1.66 -6.28 -0.98 -0.47
C -3.69 -1.28 -0.20 -1.72
H -3.40 -2.32 -0.24 0.39
H 1.12 4.25 -3.75 0.32
H 6.21 -1.22 3.81 0.47
H 2.02 -7.28 -1.17 0.42
H 2.29 -0.81 5.50 0.58
H -4.74 1.11 0.50 0.51
H 4.66 -1.52 5.72 0.45
H 4.71 -1.95 0.44 0.24
H 4.43 -2.74 -3.74 0.43
H 2.38 3.30 -2.91 0.25
H -4.81 3.28 1.74 0.48
H -0.32 -6.71 -1.72 0.43
H 3.52 -5.58 -0.19 0.46
H 2.74 -0.94 -3.98 0.50
H -2.67 4.14 2.73 0.51
H -4.09 -0.99 -1.17 0.34
H -0.59 2.89 2.38 0.69
H -1.17 -4.44 -1.27 0.46
H 3.13 2.71 2.42 0.43
H 5.53 3.65 -1.78 0.47
H 5.39 -0.35 1.67 0.64
H -0.38 5.19 -0.40 0.35
H 4.25 1.59 -1.58 0.56
H 3.31 5.36 -1.91 0.24
H -4.47 -1.14 0.55 0.50
H 4.43 4.77 2.20 0.50
H 2.67 -3.31 0.26 0.54
H 0.50 7.44 -1.24 0.37
H 5.65 5.25 0.11 0.46
H -0.65 5.46 -2.14 0.29
H 5.39 -3.23 -1.52 0.50
H 3.16 5.62 -3.66 0.37
H 1.76 6.42 -0.49 0.31
H 2.06 0.38 -2.03 0.32



Entry 3:
91
Properties=species:S:1:pos:R:3:mulliken_charge:R:1 method="wB97M-V/def2-TZVPD" lumo_ev=-0.2 gap_ev=4.73 energy_ev=-85907.57669 e_homo_ev=-4.891 charge=-1 spin_multiplicity=1
Nb 2.41 -0.60 -0.42 -1.29
S 1.77 1.83 2.92 -0.06
S -6.00 0.52 0.20 1.37
F -6.17 -0.41 1.60 -0.35
F -3.95 -0.09 -2.26 -0.27
F -4.73 -2.18 -2.65 -0.34
F -6.94 -1.09 -1.72 -0.26
F -6.03 1.55 -1.13 -0.40
F -6.25 1.86 1.17 -0.35
F -7.68 0.42 0.05 -0.33
F -4.37 0.70 0.47 -0.25
F -6.01 -2.15 0.05 -0.25
O 1.88 4.56 3.96 -0.24
N 6.77 2.01 -1.21 -0.73
N -1.56 -5.31 -3.48 0.03
N 3.92 4.39 5.13 -0.48
N -5.86 4.36 -0.27 0.13
N 3.74 3.16 4.54 -0.09
C -1.96 -2.18 -1.59 -0.49
C -0.20 -5.27 -3.58 -0.34
C 5.41 2.61 -1.16 -0.01
C -4.44 -1.24 -1.59 0.62
C 0.27 -6.55 -3.48 -0.53
C -5.82 6.54 -0.66 -0.53
C -5.68 6.33 0.73 -0.60
C 2.48 3.27 3.85 0.30
C 4.21 -0.98 3.92 -0.80
C 2.79 0.35 -2.48 -0.86
C -5.92 5.31 -1.25 -0.42
C 0.99 1.07 0.23 -0.86
C 2.15 -2.41 4.60 -1.27
C 2.83 5.23 4.80 0.03
C -1.97 -6.61 -3.32 -0.51
C 4.71 2.26 -2.59 -0.80
C -5.71 4.98 0.95 -0.32
C 3.44 -2.37 3.66 0.37
C 1.93 -1.69 1.52 0.31
C 3.14 1.92 -2.42 -0.05
C 3.11 -2.62 2.09 -0.84
C -5.82 -1.03 -0.83 0.63
C 0.68 -1.81 -1.39 -0.54
C -3.30 -1.99 -0.72 -0.78
C -0.85 -7.40 -3.31 -0.41
C 1.68 2.24 1.11 -0.39
C -0.77 -1.18 -1.05 -0.19
H -0.95 -0.16 -1.52 0.14
H 1.01 3.17 1.01 0.42
H 5.22 -1.21 4.41 0.30
H 0.31 -4.33 -3.71 0.38
H 5.29 1.45 -3.15 0.41
H 2.57 2.43 -3.29 0.30
H -3.14 -1.51 0.30 0.42
H -6.03 5.02 -2.29 0.36
H 3.55 -1.97 -0.89 -0.03
H 4.13 -3.21 4.00 0.42
H 7.33 2.22 -0.37 0.24
H 1.31 -6.84 -3.52 0.41
H 6.61 0.99 -1.30 0.26
H 0.71 -2.84 -0.88 0.42
H 3.62 -0.30 4.61 0.18
H -1.52 -3.24 -1.51 0.39
H 0.51 1.52 -0.71 0.50
H 4.09 -2.57 1.49 0.25
H 0.89 -1.86 -2.51 0.31
H 2.74 2.45 0.74 -0.01
H -2.17 -4.51 -3.53 0.25
H 1.87 0.15 -3.15 0.34
H 2.59 6.30 5.06 0.34
H -5.92 3.36 -0.41 0.27
H 3.85 0.26 0.29 0.06
H -3.71 -3.05 -0.54 0.36
H 1.42 -3.26 4.38 0.30
H -5.64 4.40 1.86 0.37
H 2.77 -3.72 2.03 0.33
H 1.56 -1.43 4.62 0.23
H -3.01 -6.85 -3.22 0.37
H 2.79 2.45 -1.47 0.00
H -5.83 7.49 -1.17 0.38
H 5.47 3.76 -1.02 0.32
H 4.81 3.22 -3.22 0.20
H 1.03 -2.40 1.34 0.18
H 1.58 -0.97 2.34 -0.26
H -0.95 -1.11 0.09 -0.03
H 2.51 -2.57 5.69 0.37
H 4.42 -0.39 2.96 0.08
H -2.13 -1.92 -2.70 0.40
H -5.58 7.09 1.50 0.38
H 3.68 -0.19 -2.97 0.39
H -0.84 -8.48 -3.20 0.38
H 4.77 2.22 -0.29 -0.07
H 0.15 0.64 0.88 0.46



Entry 4:
43
Properties=species:S:1:pos:R:3:mulliken_charge:R:1 method="wB97M-V/def2-TZVPD" lumo_ev="4.5 / 4.5" gap_ev="3.14 / 3.15" energy_ev=-70494.21622 e_homo_ev="1.381 / 1.374" charge=-2 spin_multiplicity=1
Ti 0.72 -0.49 0.14 -0.58
S -3.30 0.63 2.14 -0.52
O 2.65 -2.43 2.91 -0.77
O -0.60 0.49 1.11 -0.23
O 1.00 -1.71 1.59 -0.18
O 4.03 -0.03 2.14 -0.76
O 2.63 -1.95 -1.20 -1.01
O -2.34 -0.73 -0.54 -0.64
O 2.28 0.36 0.83 -0.63
N 1.34 -1.81 -1.08 1.07
N 0.69 0.94 -1.34 0.80
N 0.15 1.93 -3.28 -0.14
N -1.02 -1.23 -0.65 0.79
N -0.74 1.37 2.10 0.26
C -2.13 2.55 3.63 -0.66
C -2.02 -2.86 -2.24 -1.78
C -1.06 3.37 4.01 -0.07
C 2.94 -0.35 1.67 0.74
C -0.86 -2.22 -1.52 0.69
C 0.44 0.73 -2.63 -0.44
C -1.99 1.56 2.66 0.06
C 0.53 2.27 -1.13 -0.54
C 0.16 2.90 -2.28 -0.60
C 0.32 2.12 2.51 -0.25
C 2.17 -1.64 2.11 0.61
C 0.90 -3.73 -2.62 -1.72
C 0.48 -2.59 -1.73 0.18
C 0.18 3.12 3.43 -1.19
H -0.45 1.98 -4.09 0.29
H -2.34 -0.23 0.32 0.29
H 1.98 -3.85 -2.51 0.39
H 1.05 3.70 3.70 0.39
H 1.27 1.85 2.07 0.69
H 0.49 -0.21 -3.14 0.44
H 0.67 -3.55 -3.67 0.24
H -1.20 4.16 4.73 0.36
H 0.41 -4.66 -2.32 0.32
H -2.88 -2.20 -2.16 0.41
H -1.80 -3.04 -3.29 0.33
H -0.05 3.93 -2.50 0.41
H -3.10 2.67 4.08 0.37
H 0.68 2.71 -0.16 0.34
H -2.26 -3.82 -1.77 0.25



Entry 5:
8
Properties=species:S:1:pos:R:3:mulliken_charge:R:1 method="wB97M-V/def2-TZVPD" lumo_ev="-1.9 / -2.0" gap_ev="9.76 / 8.62" energy_ev=-8710.93975 e_homo_ev="-11.638 / -10.601" spin_multiplicity=1
O -0.80 1.70 0.05 -0.44
O -0.53 -0.83 -1.32 -0.52
O 1.56 -0.74 -0.89 -0.52
N 0.38 -0.63 -0.57 0.84
C 0.19 -0.35 0.81 -0.33
H -1.30 1.28 -0.67 0.35
H 1.05 0.38 1.17 0.29
H -0.54 -0.81 1.43 0.34